Entry 1:
The following is a DFT calculation (ωB97M-V/def2-TZVPD) of 2 unconnected molecules or ions with the total composition C2H2ClFO2 in a non-equilibrium geometry.

2S+1: 1
Gap between HOMO and LUMO (alpha / beta) (eV): 8.947 / 8.946
Energy above the lowest of the compared OMol25 structures with the same formula, charge and spin (kJ/mol): 241.7
E_HOMO (alpha / beta) (eV): -11.107 / -11.106

Structure (XYZ):
```
8
C2H2ClFO2 | the Open Molecules 2025 dataset | ωB97M-V/def2-TZVPD
C -0.79 -0.50 0.17
C 0.39 0.08 -0.50
O -0.69 -1.22 1.12
O 1.57 -0.19 -0.06
F -0.04 2.00 0.50
Cl -2.29 -0.12 -0.60
H 0.32 0.59 -1.45
H 1.53 -0.63 0.82
```

---

Entry 2:
The following is a DFT calculation (ωB97M-V/def2-TZVPD) of 2 unconnected molecules or ions with the total composition C2H2ClFO2 in a non-equilibrium geometry.

2S+1: 3
Expectation value of S²: 2.0100
Gap between HOMO and LUMO (alpha / beta) (eV): 9.314 / 5.945
Energy above the lowest of the compared OMol25 structures with the same formula, charge and spin (kJ/mol): 70.1
E_HOMO (alpha / beta) (eV): -8.643 / -11.004

Structure (XYZ):
```
8
C2H2ClFO2 | the Open Molecules 2025 dataset | ωB97M-V/def2-TZVPD
C 0.12 0.42 0.88
C -0.30 0.11 -0.49
O -0.14 -0.23 1.84
O -1.17 -0.86 -0.83
F 1.57 -0.71 -0.95
Cl 1.09 1.83 0.90
H -0.26 0.95 -1.13
H -0.90 -1.52 -0.21
```

---

Entry 3:
The following is a DFT calculation (ωB97M-V/def2-TZVPD) of a molecular structure, C2H2ClFOS in a non-equilibrium geometry.

2S+1: 1
Gap between HOMO and LUMO (eV): 9.165
Energy above the lowest of the compared OMol25 structures with the same formula, charge and spin (kJ/mol): 224.2
E_HOMO (eV): -9.812

Structure (XYZ):
```
8
C2H2ClFOS | the Open Molecules 2025 dataset | ωB97M-V/def2-TZVPD
C -0.85 -0.37 -0.07
C 0.38 -0.39 0.89
H -1.82 0.46 -2.20
H 0.04 0.00 1.73
O -1.61 -1.31 -0.09
F 0.82 -1.78 1.13
S -0.97 1.10 -0.87
Cl 1.51 0.76 0.01
```

---

Entry 4:
The following is a DFT calculation (ωB97M-V/def2-TZVPD) of a molecular structure, C2H2ClIO2 in a non-equilibrium geometry.

2S+1: 1
Gap between HOMO and LUMO (eV): 9.426
Energy above the lowest of the compared OMol25 structures with the same formula, charge and spin (kJ/mol): 110.7
E_HOMO (eV): -9.890

Structure (XYZ):
```
8
C2H2ClIO2 | the Open Molecules 2025 dataset | ωB97M-V/def2-TZVPD
C -0.85 0.84 -0.57
C 0.69 -0.88 0.65
O -0.59 0.45 -1.67
O -0.53 0.49 0.58
Cl -1.88 2.26 -0.13
I 2.04 -0.67 -0.96
H 0.11 -1.63 0.35
H 1.01 -0.85 1.74
```

---

Entry 5:
The following is a DFT calculation (ωB97M-V/def2-TZVPD) of C2H2ClN3 in the gas phase in a non-equilibrium geometry.

2S+1: 1
Gap between HOMO and LUMO (eV): 10.785
Energy above the lowest of the compared OMol25 structures with the same formula, charge and spin (kJ/mol): 210.1
Structure (SMILES): Cln1ccnn1
E_HOMO (eV): -10.292

Structure (XYZ):
```
8
C2H2ClN3 | the Open Molecules 2025 dataset | ωB97M-V/def2-TZVPD
Cl -2.41 0.99 0.04
N -0.99 0.11 -0.06
C 0.28 0.66 -0.03
C 1.08 -0.44 0.06
N 0.30 -1.52 0.05
N -0.93 -1.24 -0.05
H 0.50 1.75 -0.13
H 2.16 -0.33 0.14
```

---

Entry 6:
The following is a DFT calculation (ωB97M-V/def2-TZVPD) of 2 unconnected molecules or ions with the total composition C2H2ClNO in a non-equilibrium geometry.

2S+1: 1
Gap between HOMO and LUMO (alpha / beta) (eV): 8.772 / 8.694
Energy above the lowest of the compared OMol25 structures with the same formula, charge and spin (kJ/mol): 430.8
E_HOMO (alpha / beta) (eV): -9.557 / -9.421

Structure (XYZ):
```
7
C2H2ClNO | the Open Molecules 2025 dataset | ωB97M-V/def2-TZVPD
C 0.00 0.93 -0.04
C -0.34 -0.43 0.33
N 0.50 -0.02 -0.83
O -0.11 2.05 0.27
Cl -1.73 -1.42 0.02
H 0.73 -0.74 1.96
H 0.96 -0.36 -1.71
```

---

Entry 7:
The following is a DFT calculation (ωB97M-V/def2-TZVPD) of 3 unconnected molecules or ions with the total composition C2H2ClNO2 in a non-equilibrium geometry.

2S+1: 3
Expectation value of S²: 2.0097
Gap between HOMO and LUMO (alpha / beta) (eV): 7.302 / 6.627
Energy above the lowest of the compared OMol25 structures with the same formula, charge and spin (kJ/mol): 220.5
E_HOMO (alpha / beta) (eV): -6.820 / -11.278

Structure (XYZ):
```
8
C2H2ClNO2 | the Open Molecules 2025 dataset | ωB97M-V/def2-TZVPD
C 2.26 -0.22 1.95
C -0.83 -0.66 -0.49
N -1.10 -1.42 0.39
O 3.02 -0.07 1.14
O -0.57 0.16 -1.26
Cl 1.45 2.62 -1.01
H -0.82 -2.39 0.56
H 0.72 1.69 -0.47
```

---

Entry 8:
The following is a DFT calculation (ωB97M-V/def2-TZVPD) of a gas-phase ion, C2H2ClO3P (charge -2) in a non-equilibrium geometry.

2S+1: 1
Gap between HOMO and LUMO (eV): 5.383
Total charge: -2
Energy above the lowest of the compared OMol25 structures with the same formula, charge and spin (kJ/mol): 137.4
Structure (SMILES): C=C(Cl)P(=O)([O-])[O-]
E_HOMO (eV): 0.670

Structure (XYZ):
```
9
C2H2ClO3P | the Open Molecules 2025 dataset | ωB97M-V/def2-TZVPD
C -1.32 -0.30 0.54
C -0.18 -0.60 -0.05
Cl -0.14 -2.39 -0.86
P 1.17 0.68 -0.37
O 1.01 1.47 0.90
O 0.58 1.46 -1.53
O 2.57 0.00 -0.66
H -2.28 -0.83 0.73
H -1.42 0.52 1.28
```

---

Entry 9:
The following is a DFT calculation (ωB97M-V/def2-TZVPD) of a molecular structure, C2H2EuO2P in a non-equilibrium geometry.

2S+1: 8
Expectation value of S²: 15.8036
Gap between HOMO and LUMO (alpha / beta) (eV): 7.512 / 5.518
Total charge: +1
E_HOMO (alpha / beta) (eV): -12.605 / -11.800

Structure (XYZ):
```
8
C2H2EuO2P | the Open Molecules 2025 dataset | ωB97M-V/def2-TZVPD
H -1.79 2.89 3.02
P -1.28 -0.16 -1.27
O -0.02 -0.90 -2.05
C 0.91 -1.16 -1.10
H 1.94 -1.27 -1.45
C 0.58 -1.01 0.21
O 0.78 -0.53 1.28
Eu -1.12 2.14 1.36
```

---

Entry 10:
The following is a DFT calculation (ωB97M-V/def2-TZVPD) of C2H2F2 in the gas phase in a non-equilibrium geometry.

2S+1: 1
Gap between HOMO and LUMO (eV): 11.098
Energy above the lowest of the compared OMol25 structures with the same formula, charge and spin (kJ/mol): 86.2
Structure (SMILES): F/C=C\F
E_HOMO (eV): -10.178

Structure (XYZ):
```
6
C2H2F2 | the Open Molecules 2025 dataset | ωB97M-V/def2-TZVPD
F -1.24 -1.13 0.02
C -0.63 0.09 -0.02
C 0.69 0.06 0.07
F 1.54 -1.00 -0.01
H -1.35 0.88 -0.06
H 0.99 1.10 -0.01
```

---

Entry 11:
The following is a DFT calculation (ωB97M-V/def2-TZVPD) of a molecular structure, C2H2F2LiLuO in a non-equilibrium geometry.

2S+1: 1
Gap between HOMO and LUMO (eV): 5.682
Total charge: +2
E_HOMO (eV): -16.947

Structure (XYZ):
```
9
C2H2F2LiLuO | the Open Molecules 2025 dataset | ωB97M-V/def2-TZVPD
F 1.39 2.56 0.62
C -1.17 0.35 0.14
C -0.35 -0.43 -0.61
O 0.96 -0.58 -0.31
H -0.89 0.89 1.05
H -0.75 -1.05 -1.42
Lu 2.50 0.84 0.16
Li 0.75 -2.47 0.06
F -2.43 -0.12 0.31
```

---

Entry 12:
The following is a DFT calculation (ωB97M-V/def2-TZVPD) of a gas-phase ion, C2H2F2P (charge +1) in a non-equilibrium geometry.

2S+1: 1
Gap between HOMO and LUMO (eV): 9.591
Total charge: +1
Energy above the lowest of the compared OMol25 structures with the same formula, charge and spin (kJ/mol): 98.4
E_HOMO (eV): -17.256

Structure (XYZ):
```
7
C2H2F2P | the Open Molecules 2025 dataset | ωB97M-V/def2-TZVPD
C 0.50 0.94 -1.23
C 0.87 0.21 -0.32
F -1.68 -0.09 0.40
F -0.44 -1.12 1.98
P -0.64 -1.30 0.42
H -0.23 1.55 -1.63
H 1.62 -0.19 0.39
```

---

| no. | DFT total energy (eV) |
| --- | --- |
| 1 | -21438.85189 |
| 2 | -21435.95954 |
| 3 | -30226.27589 |
| 4 | -26822.48592 |
| 5 | -19096.53435 |
| 6 | -18160.90965 |
| 7 | -20207.17525 |
| 8 | -30060.21109 |
| 9 | -34802.99766 |
| 10 | -7539.64513 |
| 11 | -43396.55315 |
| 12 | -16820.17245 |